# 1
Here is a structure of composition C19H45IrN6O4PSb from OMol25. Energies are from ωB97M-V/def2-TZVPD.

XYZ file:
```
77
Properties=species:S:1:pos:R:3:forces:R:3
Ir 0.9754 1.3779 1.0307 0.5 -0.3 0.0
N 2.9344 0.0248 1.0244 -0.2 0.3 0.2
C 2.6880 -1.3752 0.6376 -0.1 -0.2 -0.3
C 3.9277 -2.0721 0.0465 -0.1 0.1 -0.1
C 4.5662 -1.4271 -1.2131 -0.2 -0.2 0.0
C 4.5222 -2.3168 -2.4666 0.1 0.2 0.3
N 3.1728 -2.4635 -2.9941 -0.2 0.0 0.3
C 2.5819 -1.6375 -3.8477 0.0 0.0 -0.1
N 1.2529 -1.6585 -3.9302 -0.2 0.0 0.2
N 3.2869 -0.8134 -4.6311 0.0 -0.1 0.1
C 1.4437 -1.4602 -0.2628 -0.2 -0.4 -0.3
O 1.1660 -2.5580 -0.7815 0.4 0.3 -0.2
O 0.7369 -0.4183 -0.4052 -0.1 0.4 0.2
H 3.5270 0.4608 0.3246 0.0 0.1 0.0
H 3.4498 0.0536 1.8972 0.0 0.0 0.0
H 2.4049 -1.9223 1.5412 0.0 0.0 0.0
H 3.6400 -3.1035 -0.1636 0.0 0.0 0.0
H 4.6789 -2.1178 0.8355 0.0 -0.1 0.0
H 5.6158 -1.2115 -1.0128 0.0 0.1 0.0
H 4.0815 -0.4753 -1.4615 0.1 0.0 0.0
H 4.8822 -3.3145 -2.2206 0.1 0.0 -0.1
H 5.1810 -1.9123 -3.2337 0.0 -0.1 0.0
H 2.5322 -2.9449 -2.3667 -0.1 0.0 0.0
H 0.7361 -2.0707 -3.1614 0.0 0.0 0.0
H 0.7582 -1.0466 -4.5553 0.0 0.0 0.0
H 4.2841 -0.9122 -4.6985 0.0 0.0 -0.1
H 2.8351 -0.3154 -5.3784 0.0 0.0 0.0
C -1.3511 2.2626 4.7893 0.1 0.1 0.1
C -0.8034 1.9994 3.4254 0.1 0.2 0.3
N 0.4497 2.0558 3.1530 -0.1 -0.1 -0.6
O 1.2538 2.2953 4.2408 0.1 0.0 0.3
C -1.7029 1.7117 2.3168 -0.5 -0.3 -0.3
C -3.1644 2.0225 2.3972 0.1 0.0 0.0
N -1.1901 1.1457 1.2582 0.6 0.4 0.2
O -1.9464 0.8578 0.2491 -0.4 -0.4 -0.4
H -0.6372 1.9767 5.5570 0.0 0.0 0.0
H -2.2911 1.7437 4.9530 0.0 0.0 -0.1
H -1.5254 3.3367 4.8976 -0.1 0.0 0.0
H 2.1329 2.4590 3.8872 0.1 0.0 -0.1
H -3.6918 1.2890 3.0110 0.0 0.0 0.0
H -3.5794 1.9999 1.3925 0.0 0.0 0.0
H -3.3404 3.0074 2.8299 0.0 0.0 0.1
C -4.9894 -0.0714 -1.0760 0.0 0.0 0.0
C -4.4342 -1.0678 -0.0678 0.5 0.0 -0.2
Sb -2.3371 -1.5737 -0.4014 -0.5 -0.1 0.8
C -1.7289 -2.1612 1.5934 0.1 0.1 -0.4
C -2.8540 -2.8478 2.3604 0.1 0.0 0.0
C -2.5653 -3.6114 -1.2787 0.1 0.5 -0.1
C -3.1097 -3.6367 -2.6947 0.0 -0.1 0.0
H -6.0157 0.1884 -0.8147 0.0 0.0 -0.1
H -4.9964 -0.4828 -2.0861 0.0 0.0 0.0
H -4.3983 0.8448 -1.0789 0.0 0.0 0.0
H -4.9571 -2.0252 -0.1137 0.0 0.0 0.1
H -4.4983 -0.6742 0.9456 0.1 -0.1 0.0
H -1.3779 -1.2682 2.1107 0.0 0.0 0.0
H -0.8806 -2.8352 1.4622 0.0 0.0 0.0
H -3.6819 -2.1708 2.5652 0.0 0.0 0.0
H -2.4755 -3.2036 3.3200 0.0 0.0 0.0
H -3.2383 -3.7145 1.8218 -0.1 0.0 0.0
H -3.2532 -4.0819 -0.5730 0.1 0.0 0.1
H -1.5835 -4.0691 -1.1948 0.1 0.0 0.1
H -4.1454 -3.3001 -2.7347 0.0 0.0 0.0
H -3.0819 -4.6616 -3.0702 -0.1 0.0 0.0
H -2.5198 -3.0252 -3.3796 0.0 0.0 0.0
C 1.6989 3.7951 -1.5464 0.0 -0.2 0.2
P 1.0345 3.6074 0.1420 -0.4 0.2 -0.3
C -0.6546 4.2669 -0.0317 0.1 -0.1 0.1
C 1.8906 4.9330 1.0546 0.0 -0.3 0.2
H 1.7020 4.8495 -1.8229 0.0 0.0 0.0
H 1.0682 3.2385 -2.2394 0.0 0.0 0.0
H 2.7152 3.4066 -1.6067 0.0 0.0 0.0
H -0.6184 5.2564 -0.4878 0.0 0.0 0.0
H -1.1262 4.3440 0.9482 0.0 0.0 0.0
H -1.2470 3.5937 -0.6518 0.0 0.0 0.0
H 1.6953 5.8847 0.5608 0.0 0.0 0.0
H 2.9654 4.7543 1.0754 0.0 0.0 0.0
H 1.5237 4.9862 2.0798 0.0 0.0 0.0
```
Forces are in eV/Å.

Values from the calculation:
F_max: 0.97 eV/Å
multiplicity: 5
highest occupied orbital energy (alpha / beta): -12.55 / -13.29 eV
net charge: +2
ΔE to the lowest compared entry with this formula, charge and spin: 63.4 kJ/mol

---

# 2
Here is a structure of composition C19H46LiN2O15P in a non-equilibrium geometry from OMol25. Energies are from ωB97M-V/def2-TZVPD.

XYZ file:
```
84
Properties=species:S:1:pos:R:3:forces:R:3
C -3.4994 -4.8894 1.4181 5.4 -3.0 -6.3
N -3.4154 -5.2954 -0.0939 -2.3 -0.3 0.6
C -2.6064 -6.5054 -0.0739 3.4 -0.1 2.1
C -4.8754 -5.6774 -0.5789 -1.0 -1.4 -0.1
C -2.6964 -4.2934 -0.8929 -0.3 1.6 1.8
C -3.3574 -2.9974 -1.0159 -3.3 3.7 0.3
O -2.6304 -2.0164 -1.7899 -2.5 -2.5 0.2
H -2.6764 -4.3924 1.7591 3.6 0.1 0.8
H -3.8464 -5.7374 1.6871 -1.5 -5.6 3.5
H -4.0564 -4.2184 1.6651 -7.8 7.8 1.4
H -1.5284 -6.1174 0.3861 -2.8 -1.3 -0.6
H -2.2634 -6.7794 -1.0779 -0.9 -0.5 0.2
H -3.1264 -7.2684 0.6161 1.2 0.9 -1.5
H -5.4664 -4.7684 -0.5609 0.3 0.3 -0.9
H -5.5934 -6.2994 0.1371 2.6 0.7 -0.7
H -4.9014 -6.2964 -1.5909 0.5 1.8 2.0
H -2.3214 -4.5834 -1.7899 0.5 -1.7 -2.9
H -1.8304 -4.0374 -0.3339 1.2 -0.1 0.9
H -3.6204 -2.5884 -0.0069 1.3 -0.1 -0.1
H -4.4644 -3.0284 -1.2679 1.1 -0.4 -1.3
H -1.9514 -1.6954 -1.0969 1.7 0.6 0.4
C 2.1326 2.1806 1.8521 -2.2 2.1 -1.4
N 2.9186 1.7086 2.9811 2.7 2.7 -0.2
C 2.3736 0.5256 3.5131 1.4 -4.6 2.8
C 4.2886 1.3496 2.4821 3.2 -0.8 -2.0
C 2.9886 2.9026 4.0001 -4.2 2.2 -1.4
C 3.8276 2.7006 5.2131 1.4 0.2 -0.8
O 3.3576 3.5346 6.2451 0.3 0.8 0.6
H 1.0516 2.6466 1.9351 2.2 -0.9 1.3
H 1.8666 1.3576 1.2441 0.3 -1.0 -0.9
H 2.7636 2.9496 1.4091 -0.2 -0.2 -0.6
H 2.1836 -0.3244 2.7581 0.4 1.5 1.0
H 1.4756 0.8036 3.8931 -3.1 0.4 1.0
H 2.9706 0.1386 4.5181 -1.1 0.9 -3.0
H 4.3956 0.4996 1.7491 -1.6 0.2 1.0
H 5.0276 1.0966 3.2421 -0.8 -0.1 0.8
H 4.9596 1.9836 1.8381 -1.7 1.1 0.7
H 1.8726 3.1276 4.3131 1.9 -1.2 -0.5
H 3.1436 3.9966 3.4711 0.4 -3.2 0.8
H 4.8116 3.1096 4.7311 -0.9 -0.8 2.3
H 3.9026 1.6326 5.5021 0.2 0.7 -0.1
H 2.6606 3.2606 6.8881 0.9 -0.6 -1.3
Li -0.3154 0.3766 -0.1779 0.3 -0.3 0.1
P -0.7634 -1.6944 1.1971 3.0 1.3 -3.8
O -0.0884 -0.3804 1.4631 3.0 4.7 3.6
O -0.8324 -1.3274 -0.3429 -2.1 -0.7 -3.1
O -2.0484 -1.7694 1.8261 -5.2 -1.3 2.3
O 0.1926 -2.8094 1.2301 1.6 -3.3 1.2
C 2.9216 3.0636 -2.0509 -0.4 1.1 -3.4
O 3.5536 1.8976 -1.5139 -2.1 -1.1 0.0
C 2.7056 0.8506 -1.1319 1.9 1.6 1.2
O 1.5066 0.9146 -1.0649 0.9 -0.3 -0.5
O 3.5486 -0.0814 -0.6309 -1.6 0.2 -0.5
C 2.8676 -1.2664 -0.1659 -4.9 -1.1 0.8
H 3.4976 3.2746 -3.0649 -0.6 0.2 2.5
H 2.8926 3.8986 -1.3159 0.5 -0.6 -0.5
H 1.8836 3.0256 -2.5459 1.2 -1.0 1.5
H 3.5936 -2.0264 0.0091 0.6 -0.3 0.2
H 2.0546 -1.6874 -0.9259 1.9 1.0 1.2
H 2.0666 -1.1614 0.7961 2.3 0.2 -2.3
C -0.6934 3.5166 -5.7689 -0.5 -2.8 -3.6
O -1.0024 2.1756 -5.3429 -2.5 0.2 -0.2
C -0.0944 1.4696 -4.7109 2.1 2.0 -0.8
O 1.0306 1.8736 -4.6209 2.1 0.7 0.5
O -0.4804 0.3466 -4.2889 -5.1 1.3 -1.5
C 0.2926 -0.6094 -3.8029 4.1 2.6 5.5
H -0.4494 4.1156 -5.0089 0.2 2.4 3.3
H -1.5194 3.8726 -6.4459 0.8 -0.5 1.1
H 0.2276 3.4616 -6.3299 0.2 0.0 -0.6
H -0.1814 -1.4194 -3.9899 -3.2 -5.7 -0.6
H 0.4256 -0.4524 -2.6419 -0.1 -0.7 -2.3
H 1.2036 -0.6964 -4.2989 2.0 0.3 -0.7
C -3.1654 1.1866 0.0771 0.8 -2.0 3.4
O -3.0154 2.5926 0.0651 1.8 2.0 -1.4
C -1.8184 3.0406 -0.3839 -1.0 2.2 -0.6
O -0.8464 2.4176 -0.7249 -0.3 -0.3 0.6
O -1.8634 4.4636 -0.5089 -4.5 -2.9 0.1
C -0.7634 5.2376 -0.7469 0.6 1.4 4.2
H -4.1704 0.9196 0.5391 1.3 0.5 -1.2
H -2.3884 0.7756 0.7811 -0.9 0.3 0.3
H -2.7884 0.6096 -0.7339 -0.8 0.1 -1.8
H -0.8434 6.2326 -0.1239 -0.3 -1.6 -1.6
H -0.4504 5.4016 -1.7199 0.3 0.1 -2.0
H -0.1254 4.6716 -0.1379 2.9 -0.2 0.1
```
Forces are in eV/Å.

Values from the calculation:
F_max: 11.09 eV/Å
highest occupied orbital energy: -5.48 eV
ΔE to the lowest compared entry with this formula, charge and spin: 194.4 kJ/mol

---

# 3
Here is a structure of composition C19H46LiN2O15P in a non-equilibrium geometry from OMol25. Energies are from ωB97M-V/def2-TZVPD.

XYZ file:
```
84
Properties=species:S:1:pos:R:3:forces:R:3
C 36.6050 14.0730 33.3600 -2.7 -2.0 -1.1
N 37.4300 14.7890 34.3260 3.4 -0.1 0.1
C 37.4600 16.2670 33.9300 2.4 -0.4 0.0
C 36.9740 14.6730 35.7560 0.8 -3.4 -0.7
C 38.8490 14.2660 34.1520 3.4 1.6 2.0
C 39.0440 12.7230 34.4350 -0.1 -0.1 -2.5
O 40.3870 12.4190 34.5560 0.0 0.3 -0.2
H 36.2450 13.0640 33.6820 1.2 0.6 0.4
H 36.9310 13.8750 32.2750 0.3 1.1 1.9
H 35.6240 14.5420 33.3780 0.0 0.6 -0.5
H 36.4460 16.4590 33.8130 -1.7 1.1 -0.3
H 37.9790 16.2180 32.9430 -0.5 0.6 0.7
H 38.0040 17.0120 34.6370 -0.9 -1.9 -0.9
H 37.6080 15.1890 36.3880 2.1 0.9 1.1
H 36.8440 13.6120 36.1850 0.2 1.6 -1.3
H 36.1320 15.2190 35.7220 -3.6 1.4 0.4
H 39.6680 14.9430 34.7780 -2.6 -1.9 -0.3
H 39.2880 14.6180 33.1960 -1.1 -0.9 -0.3
H 38.7730 12.2410 33.4170 -0.8 0.0 2.0
H 38.7310 12.3670 35.4530 -1.8 0.4 -1.3
H 40.3440 12.7900 35.4870 3.0 0.3 0.8
C 43.2110 10.6520 39.7940 1.5 -3.3 -2.9
N 43.5980 11.1840 38.4550 -0.6 -4.0 -2.0
C 44.7590 10.2910 37.9650 1.7 0.0 3.7
C 42.4580 10.8140 37.4740 -3.1 4.2 2.1
C 43.8810 12.6350 38.4530 2.1 1.5 0.7
C 44.1530 13.3080 37.1160 7.5 1.7 3.7
O 44.2880 14.7130 37.3680 1.5 -2.1 -0.1
H 43.3080 9.5500 39.9880 -0.4 0.6 -1.4
H 42.3220 10.9300 40.1170 -4.1 1.9 1.1
H 43.9500 10.9330 40.3660 3.6 2.3 3.6
H 44.5380 9.2290 38.3190 -0.1 1.4 -1.4
H 45.7060 10.5080 38.6310 -1.7 0.1 -1.4
H 44.9930 10.4790 36.9360 -0.2 -0.2 -0.4
H 42.5580 11.1780 36.4700 0.9 -0.3 -0.5
H 41.6510 11.5890 37.8240 1.2 -0.9 -0.7
H 41.8360 9.9400 37.6140 1.2 -1.0 0.2
H 44.7850 12.9080 39.0370 0.0 -1.1 0.0
H 43.1810 13.2400 39.0050 -1.5 -0.3 -0.2
H 43.3840 13.2500 36.5910 -6.6 -1.3 -5.4
H 45.1440 12.9470 36.6000 -1.8 0.2 0.8
H 43.2920 15.0330 37.3280 -0.8 1.2 0.7
Li 41.1030 16.8310 36.6060 -0.1 0.5 0.2
P 40.7800 14.6710 37.7650 7.4 -1.7 1.4
O 39.9330 15.7700 37.4420 -8.6 4.4 -1.5
O 42.0830 15.6500 37.4800 2.0 -1.4 -0.8
O 40.8140 13.6020 36.6440 -0.6 -0.8 1.0
O 41.0040 14.2850 39.2140 -1.2 -1.4 -0.5
C 44.1390 20.7100 42.4760 1.1 -2.5 2.0
O 43.0300 20.3560 41.6370 -0.3 3.7 0.4
C 43.0430 19.1540 41.2090 -2.5 -1.7 -2.7
O 43.8640 18.3900 41.5100 3.1 -3.2 1.1
O 42.0230 18.8440 40.3350 0.0 2.0 0.8
C 42.0240 17.5350 39.8180 -2.6 -3.8 3.2
H 44.0940 21.7280 42.7440 -0.1 1.4 -0.7
H 45.1890 20.3250 42.1900 -2.0 0.8 -0.3
H 43.9890 20.2430 43.4940 0.0 0.0 -1.0
H 42.0920 16.7000 40.6880 -0.3 2.0 -1.8
H 42.8130 17.3030 39.2470 3.3 -0.3 -2.1
H 41.1800 17.1520 39.1610 0.3 1.5 1.1
C 41.5490 21.1370 36.2550 -3.1 2.7 -0.6
O 40.2700 20.8270 36.9370 0.3 3.3 0.4
C 39.7970 19.6460 37.0730 0.1 -2.7 0.4
O 40.3170 18.6710 36.5940 0.6 -1.0 -0.6
O 38.6900 19.5560 37.8230 0.0 1.6 0.6
C 38.2700 18.2680 38.2890 -1.7 -1.3 0.5
H 42.2440 20.4090 36.5040 1.3 -1.6 -0.7
H 41.9110 22.1170 36.5650 -0.1 -0.2 1.7
H 41.2550 21.6180 35.2760 0.5 -2.3 -0.1
H 37.1720 18.2820 38.6020 1.4 1.1 0.1
H 38.8400 17.8300 39.2070 -0.5 0.8 -2.3
H 38.1030 17.6520 37.3910 1.3 -0.5 0.6
C 43.4420 16.0390 34.8190 2.4 0.7 0.7
O 43.7010 16.9590 33.6700 0.2 1.9 -0.1
C 42.9180 18.0980 33.6170 -0.1 -1.3 -0.6
O 41.8560 18.2580 34.1840 1.2 -0.1 -0.2
O 43.4410 18.9900 32.6910 0.5 -1.7 0.5
C 42.7600 20.1700 32.3870 -2.3 2.6 -0.2
H 42.4920 15.7650 34.6250 -3.2 -1.5 -0.1
H 43.4530 16.6370 35.7320 0.2 -0.3 -0.1
H 44.1060 15.0850 34.9950 -0.8 2.4 -1.1
H 41.6880 20.1800 32.6900 0.3 -1.0 -0.6
H 42.7630 20.5450 31.2510 0.6 -1.3 2.6
H 43.0160 21.0040 33.0900 0.9 -0.5 -0.9
```
Forces are in eV/Å.

Values from the calculation:
F_max: 9.76 eV/Å
highest occupied orbital energy: -6.19 eV
ΔE to the lowest compared entry with this formula, charge and spin: 0.0 kJ/mol

---

# 4
Here is a cluster of 5 separate species, C19H46N2O5 in total from OMol25. Energies are from ωB97M-V/def2-TZVPD.

XYZ file:
```
72
Properties=species:S:1:pos:R:3:forces:R:3
N -2.8047 -2.0875 -2.1864 -0.3 0.1 -0.3
C -1.7953 -3.0839 -2.5267 0.2 -0.1 -0.1
C -1.1208 -2.8310 -3.8952 -0.2 0.1 0.1
C -0.9570 -1.3628 -4.3059 0.1 0.1 -0.1
C 0.0909 -0.5267 -3.5421 -0.3 0.0 0.1
C -0.4780 0.5718 -2.5710 0.3 0.0 0.0
C 0.2863 0.3506 -1.2492 -0.1 0.5 -0.4
C 1.5223 -0.3442 -1.7937 -0.1 -0.1 0.3
O 2.6743 -0.0943 -1.5830 -0.1 -0.1 0.0
N 1.0463 -1.3410 -2.7431 0.2 0.4 0.0
H -2.4491 -1.3265 -1.6267 0.0 0.0 0.1
H -3.6137 -2.4861 -1.7363 0.1 0.0 0.2
H -2.2828 -4.0628 -2.5737 0.1 0.1 0.1
H -1.0276 -3.1789 -1.7451 -0.1 0.0 0.0
H -0.1467 -3.3305 -3.9086 -0.1 0.0 0.0
H -1.7420 -3.3101 -4.6608 0.1 0.1 0.0
H -0.6960 -1.3505 -5.3695 0.0 0.0 0.1
H -1.9263 -0.8619 -4.2220 0.1 -0.1 0.0
H 0.7116 0.0133 -4.2627 -0.1 -0.2 -0.1
H -0.1618 1.5429 -2.9644 -0.3 0.0 0.1
H -1.5676 0.5865 -2.4787 0.2 -0.1 0.0
H -0.2179 -0.3510 -0.5753 0.0 0.1 0.0
H 0.4809 1.2840 -0.7211 0.2 -0.3 0.1
H 0.4837 -1.9536 -2.1537 0.1 -0.3 -0.2
C 4.3080 3.2488 -1.6244 -0.2 0.0 0.0
C 5.3093 2.5591 -0.7183 0.0 -0.1 -0.1
C 6.0852 1.4762 -1.4505 0.0 0.0 0.0
O 4.6197 1.9975 0.4032 0.0 0.0 0.0
H 3.5748 2.5063 -1.9527 0.0 0.0 -0.1
H 3.7674 4.0241 -1.0803 0.0 0.0 0.0
H 4.7681 3.6968 -2.5060 0.1 0.0 0.0
H 6.0062 3.2897 -0.3035 0.0 0.0 0.1
H 5.3975 0.7171 -1.8329 0.0 0.0 0.0
H 6.7885 0.9882 -0.7756 0.0 0.0 0.0
H 6.6406 1.8907 -2.2933 0.0 0.0 0.0
H 4.0141 1.3364 0.0395 0.0 0.0 0.0
C 2.3853 0.9034 3.9131 0.0 0.1 0.0
C 1.7926 0.4762 2.5821 0.2 0.0 0.0
C 2.7173 -0.4562 1.8215 0.1 0.0 -0.1
O 1.4860 1.6150 1.7738 -0.1 0.0 0.0
H 3.3234 1.4423 3.7526 0.0 0.0 0.0
H 1.7028 1.5742 4.4367 0.0 0.0 0.0
H 2.5843 0.0463 4.5567 0.0 0.0 0.0
H 0.8341 -0.0196 2.7548 -0.1 0.1 0.0
H 3.6492 0.0676 1.5938 0.0 -0.1 0.1
H 2.2741 -0.7568 0.8743 0.0 0.0 0.0
H 2.9713 -1.3509 2.3917 -0.1 0.0 0.1
H 2.3083 2.0971 1.6181 0.1 0.0 0.0
C -7.0306 -0.8509 -2.6968 0.0 0.0 0.1
C -6.2768 0.2524 -3.4232 0.0 -0.1 0.0
C -6.2588 0.0277 -4.9271 0.0 0.0 0.0
O -4.9510 0.3747 -2.9161 0.0 -0.1 0.0
H -6.5446 -1.8154 -2.8720 0.0 0.0 0.0
H -7.0373 -0.6656 -1.6226 0.0 0.0 0.0
H -8.0619 -0.9229 -3.0447 0.0 0.0 0.0
H -6.7472 1.2135 -3.2070 0.0 0.0 0.0
H -5.7514 -0.9128 -5.1606 0.0 0.0 0.0
H -5.7209 0.8332 -5.4266 0.0 0.0 0.0
H -7.2702 -0.0211 -5.3329 0.0 0.0 0.0
H -4.4898 -0.4606 -3.0781 0.1 0.0 0.0
C 0.3478 0.2925 8.8506 0.1 0.1 0.0
C 0.5863 0.2440 7.3500 -0.1 -0.2 0.1
C -0.6241 -0.2864 6.5977 0.0 0.0 -0.1
O 1.7390 -0.5481 7.0586 0.0 0.1 0.0
H 0.1518 -0.7131 9.2336 0.0 0.0 0.0
H 1.2265 0.6821 9.3639 0.0 0.0 0.0
H -0.5080 0.9227 9.0964 0.0 0.0 0.0
H 0.8260 1.2437 6.9841 0.1 0.0 0.0
H -0.8513 -1.3068 6.9197 0.0 0.0 0.0
H -0.4257 -0.3077 5.5258 0.0 0.0 0.0
H -1.5051 0.3314 6.7767 0.0 0.0 0.0
H 1.5602 -1.4414 7.3710 0.0 0.0 0.0
```
Forces are in eV/Å.

Values from the calculation:
F_max: 0.63 eV/Å
highest occupied orbital energy: -9.76 eV
ΔE to the lowest compared entry with this formula, charge and spin: 0.0 kJ/mol
SMILES string: NCCC[C@H]1CCC(=O)N1.CC(C)O.CC(C)O.CC(C)O.CC(C)O